Entry 1
Entry from the Open Molecules 2025 dataset: the molecule C3H5ClN2O2 (ωB97M-V/def2-TZVPD).

The geometry in XYZ format:
```
13
Properties=species:S:1:pos:R:3:mulliken_charge:R:1
C -0.152 1.457 -0.169 -0.1394
C 0.318 0.284 0.303 -0.2007
C -0.119 -1.159 -0.210 0.5355
H -1.211 2.970 -0.597 0.3098
H -2.219 1.439 0.115 0.3179
H 0.548 2.250 -0.165 0.3377
H -1.980 -1.930 -0.494 0.2871
H -1.884 -0.146 1.447 0.3911
N -1.383 1.875 -0.629 -0.5195
N -1.386 -1.405 0.116 -0.1177
O 0.775 -1.816 -0.691 -0.5370
O -2.148 -0.300 0.587 -0.4442
Cl 2.166 0.327 0.269 -0.2206
```

Its charge is 0. The SMILES is N/C=C(/Cl)C(=O)NO. The HOMO-LUMO gap comes out at 0.3324 Ha. The calculation puts the LUMO energy at 0.01007 hartree. The HOMO energy comes out at -8.770 eV.



Entry 2
Entry from the Open Molecules 2025 dataset: a cluster of 2 separate species, C3H5ClN2O2 in total (ωB97M-V/def2-TZVPD).

The geometry in XYZ format:
```
13
Properties=species:S:1:pos:R:3:mulliken_charge:R:1
C 1.750 1.068 0.013 -0.2515
C 1.954 -0.265 -0.013 0.0101
C -1.873 -1.470 -0.045 0.0606
N 0.453 1.524 -0.067 -0.0707
N -2.019 -0.146 0.054 -0.1959
O 0.282 2.744 -0.070 -0.4135
O -0.807 -2.029 -0.170 -0.6190
Cl 3.491 -0.948 0.065 -0.1268
H 2.564 1.787 0.091 0.4051
H 1.124 -0.968 -0.096 0.2887
H -2.825 -2.023 -0.014 0.3609
H -1.185 0.439 0.035 0.3414
H -2.909 0.290 0.217 0.2107
```

Its charge is 0. The SMILES is O=N/C=C/Cl.NC=O. The HOMO-LUMO gap comes out at 0.3112 Ha. The calculation puts the LUMO energy at -0.04265 hartree. The HOMO energy comes out at -9.629 eV.



Which structure loses on stability? entry 1 does.



Entry 1
Entry from the Open Molecules 2025 dataset: the ion C5H11N2O with charge -1 (ωB97M-V/def2-TZVPD).

The geometry in XYZ format:
```
19
Properties=species:S:1:pos:R:3:mulliken_charge:R:1
C -1.087 1.943 1.263 -0.3450
O -1.800 2.372 2.314 -0.8738
C -1.395 0.399 0.987 -0.5909
C -0.998 -0.289 -0.355 -0.6732
C 0.480 -0.492 -0.546 0.5669
C 0.945 -1.747 -0.665 -0.4665
N 2.303 -2.088 -0.864 -0.5144
N 1.306 0.652 -0.585 -0.6797
H 0.019 2.007 1.377 0.1128
H -1.459 2.460 0.325 0.1404
H -2.453 0.233 1.203 0.3437
H -0.924 -0.095 1.850 0.2053
H -1.458 0.318 -1.146 0.2509
H -1.554 -1.229 -0.365 0.2557
H 0.304 -2.582 -0.417 0.3395
H 2.872 -1.283 -1.052 0.2455
H 2.450 -2.842 -1.508 0.1978
H 1.676 0.800 -1.527 0.1959
H 0.774 1.462 -0.289 0.2892
```

Its charge is -1. The SMILES is N/C=C(\N)CCC[O-]. The HOMO-LUMO gap comes out at 0.2094 Ha. The calculation puts the LUMO energy at 0.12901 hartree. The HOMO energy comes out at -2.187 eV.



Entry 2
Entry from the Open Molecules 2025 dataset: the ion C5H11N2O with charge -1 (ωB97M-V/def2-TZVPD).

The geometry in XYZ format:
```
19
Properties=species:S:1:pos:R:3:mulliken_charge:R:1
C -1.792 -0.696 0.249 -0.6799
O -1.810 -0.718 -1.108 -0.6151
C -0.608 0.255 0.833 0.3520
C 0.811 -0.254 0.570 -0.8510
C 1.349 0.346 -0.780 0.5148
C 2.734 0.441 -0.648 -1.1424
N 0.438 0.428 -1.735 -0.6404
N -0.719 0.347 2.296 -0.5672
H -1.810 -1.707 0.738 0.1977
H -2.747 -0.305 0.663 0.2313
H -0.841 1.358 0.238 0.2687
H 1.505 0.058 1.428 0.4019
H 0.738 -1.298 0.314 0.1746
H 3.494 0.805 -1.350 0.2744
H 3.217 0.264 0.325 0.1725
H -0.963 -0.210 -1.442 0.4793
H 0.818 0.558 -2.675 0.1398
H -0.128 -0.263 2.796 0.1114
H -1.547 0.702 2.720 0.1777
```

Its charge is -1. The HOMO-LUMO gap comes out at 0.2426 Ha. The calculation puts the LUMO energy at 0.15330 hartree. The HOMO energy comes out at -2.430 eV.



Entry 3
Entry from the Open Molecules 2025 dataset: a structure of composition C5H11N2O (ωB97M-V/def2-TZVPD).

The geometry in XYZ format:
```
19
Properties=species:S:1:pos:R:3:mulliken_charge:R:1
C 2.098 -2.107 0.836 -0.5791
O 1.662 -3.290 0.369 -0.8807
C 1.345 -0.845 0.215 -0.5716
C -0.174 -1.060 0.282 -0.5320
C -0.909 0.082 -0.398 -0.2785
N -2.268 2.980 -1.168 -0.6150
C -1.049 2.473 -0.510 -0.2355
N -0.579 1.322 0.227 -0.3094
H 1.882 -1.943 1.980 0.1518
H 3.145 -1.993 0.676 0.3110
H 1.658 -0.849 -0.827 0.3360
H 1.704 0.086 0.706 0.2161
H -0.495 -1.054 1.435 0.1884
H -0.400 -2.069 -0.135 0.2187
H -2.009 -0.065 -0.384 0.2832
H -0.516 0.006 -1.416 0.2470
H -2.988 2.235 -1.206 0.3086
H -0.178 3.114 -0.717 0.3798
H -1.930 2.976 0.034 0.3612
```

Its charge is -1. The HOMO-LUMO gap comes out at 0.1664 Ha. The calculation puts the LUMO energy at 0.08864 hartree. The HOMO energy comes out at -2.117 eV.



Entry 4
Entry from the Open Molecules 2025 dataset: the ion C5H11N2O with charge -1 (ωB97M-V/def2-TZVPD).

The geometry in XYZ format:
```
19
Properties=species:S:1:pos:R:3:mulliken_charge:R:1
C 1.711 1.958 0.441 -0.6554
O 2.651 1.303 0.963 -0.8244
C 0.804 0.766 -0.424 -0.0317
C -0.370 0.177 0.497 -0.8324
C -1.194 -0.809 -0.285 -0.3555
C -2.413 -1.036 0.221 -0.2138
N -3.150 -2.045 -0.466 -0.6878
N 1.746 -0.258 -0.837 -0.7015
H 1.911 2.520 -0.515 0.2028
H 1.135 2.684 1.005 0.3415
H 0.376 1.356 -1.259 0.3030
H -1.027 0.961 0.685 0.3844
H -0.002 -0.235 1.428 0.2778
H -0.738 -1.468 -0.996 0.3178
H -3.019 -0.541 0.957 0.4338
H -2.871 -2.085 -1.444 0.2778
H -2.949 -2.876 -0.055 0.2339
H 1.988 -0.987 -0.022 0.2486
H 2.593 0.038 -1.065 0.2811
```

Its charge is -1. The SMILES is N/C=C/C[C@H](N)C[O-]. The HOMO-LUMO gap comes out at 0.2096 Ha. The calculation puts the LUMO energy at 0.13871 hartree. The HOMO energy comes out at -1.930 eV.



Which structure loses on stability? entry 3 does.



Entry 1
Entry from the Open Molecules 2025 dataset: a structure of composition C2H5PS (ωB97M-V/def2-TZVPD).

The geometry in XYZ format:
```
9
Properties=species:S:1:pos:R:3:mulliken_charge:R:1
C 0.506 -1.921 -0.880 -0.6846
C -1.026 0.249 -0.652 -0.2564
P -1.274 1.698 0.423 -0.1066
S -0.225 -0.925 0.176 0.0562
H 0.424 -1.783 -1.916 0.2423
H 0.717 -2.895 -0.663 0.3216
H -0.947 0.275 -1.726 0.3409
H -1.751 0.738 1.426 0.0352
H -2.536 1.783 -0.314 0.0515
```

Its charge is 0. The HOMO-LUMO gap (spin up / spin down) comes out at 0.2737 / 0.2733 Ha. The calculation puts the LUMO energy (spin up / spin down) at 0.00119 / 0.00176 hartree. The HOMO energy (spin up / spin down) comes out at -7.414 / -7.388 eV.



Entry 2
Entry from the Open Molecules 2025 dataset: a structure of composition C2H5PS (ωB97M-V/def2-TZVPD).

The geometry in XYZ format:
```
9
Properties=species:S:1:pos:R:3:mulliken_charge:R:1
C -0.786 1.193 -1.232 -0.2911
C 0.542 -1.031 -0.250 -0.6486
P 0.154 -0.187 1.217 0.0573
S -0.914 2.041 0.165 -0.1656
H -1.360 1.532 -2.069 0.2445
H 1.030 -0.507 -1.117 0.3847
H -0.057 -1.893 -0.262 0.2870
H 1.391 0.178 1.635 0.0596
H 0.000 -1.327 1.913 0.0723
```

Its charge is 0. The HOMO-LUMO gap (spin up / spin down) comes out at 0.2651 / 0.2639 Ha. The calculation puts the LUMO energy (spin up / spin down) at -0.01886 / -0.02404 hartree. The HOMO energy (spin up / spin down) comes out at -7.727 / -7.836 eV.



Which structure loses on stability? entry 2 does.



Entry 1
Entry from the Open Molecules 2025 dataset: the molecule C2H5PS (ωB97M-V/def2-TZVPD).

The geometry in XYZ format:
```
9
Properties=species:S:1:pos:R:3:mulliken_charge:R:1
C 2.477 0.349 -0.373 -0.6209
C -0.789 -0.697 0.131 -0.3357
P -2.153 0.359 -0.105 -0.0758
S 0.788 0.357 0.290 -0.0532
H 2.752 -0.337 -1.099 0.3224
H 3.170 0.657 0.340 0.2678
H -0.842 -1.483 -0.502 0.3922
H -2.377 1.353 1.025 0.0706
H -3.026 -0.558 0.293 0.0325
```

Its charge is 0. The HOMO-LUMO gap (spin up / spin down) comes out at 0.2660 / 0.2792 Ha. The calculation puts the LUMO energy (spin up / spin down) at -0.02387 / -0.01089 hartree. The HOMO energy (spin up / spin down) comes out at -7.889 / -7.892 eV.



Entry 2
Entry from the Open Molecules 2025 dataset: a structure of composition C2H5PS (ωB97M-V/def2-TZVPD).

The geometry in XYZ format:
```
9
Properties=species:S:1:pos:R:3:mulliken_charge:R:1
C 1.039 -1.063 0.070 -0.3989
C -0.198 -0.676 -0.585 -0.4092
P -0.799 1.697 -0.348 -0.0307
S 1.133 -0.921 -1.732 -0.1036
H 1.627 -0.402 0.805 0.2287
H 1.268 -2.104 0.302 0.2589
H -1.159 -1.207 -0.495 0.3490
H -1.139 1.461 1.002 0.0492
H -2.231 1.858 -0.599 0.0566
```

Its charge is 0. The HOMO-LUMO gap comes out at 0.3079 Ha. The calculation puts the LUMO energy at -0.00035 hartree. The HOMO energy comes out at -8.389 eV.



Which structure loses on stability? entry 1 does.



Entry 1
Entry from the Open Molecules 2025 dataset: a cluster of 2 separate species, C3H4OSi in total (ωB97M-V/def2-TZVPD).

The geometry in XYZ format:
```
9
Properties=species:S:1:pos:R:3:mulliken_charge:R:1
C -2.802 0.173 0.039 0.1848
C -2.046 0.973 -0.401 -0.2687
C -0.974 1.800 -0.707 -0.1210
O -0.792 2.824 -1.244 -0.3814
Si 1.037 0.204 -0.292 0.4909
H -3.388 -0.656 0.449 0.3630
H 0.204 -0.584 0.442 -0.1209
H 0.881 -0.217 -1.675 -0.0724
H 2.252 0.815 0.234 -0.0742
```

Its charge is 0. The HOMO-LUMO gap comes out at 0.2879 Ha. The calculation puts the LUMO energy at 0.00206 hartree. The HOMO energy comes out at -7.777 eV.



Entry 2
Entry from the Open Molecules 2025 dataset: the molecule C3H4OSi (ωB97M-V/def2-TZVPD).

The geometry in XYZ format:
```
9
Properties=species:S:1:pos:R:3:mulliken_charge:R:1
C 2.191 0.708 -0.393 -0.0653
C 1.244 0.298 0.281 -0.1769
C 0.181 -0.275 0.819 -0.4241
O -1.933 1.189 0.269 -0.3762
Si -1.455 -0.174 -0.279 0.4142
H 2.936 0.739 -1.127 0.3898
H 0.187 -0.502 1.817 0.4580
H -2.385 -1.220 0.290 -0.1250
H -0.965 -0.764 -1.677 -0.0946
```

Its charge is 0. The HOMO-LUMO gap (spin up / spin down) comes out at 0.2293 / 0.2932 Ha. The calculation puts the LUMO energy (spin up / spin down) at -0.10783 / -0.08157 hartree. The HOMO energy (spin up / spin down) comes out at -9.173 / -10.198 eV.



Which structure loses on stability? entry 1 does.



Entry 1
Entry from the Open Molecules 2025 dataset: the ion C5H14N with charge +1 (ωB97M-V/def2-TZVPD).

The geometry in XYZ format:
```
20
Properties=species:S:1:pos:R:3:mulliken_charge:R:1
C -1.516 -0.114 -0.907 -1.3963
C -0.720 -0.106 0.522 -0.3118
C 0.789 -0.334 0.435 0.6549
C 0.869 -1.630 -0.497 -1.4844
C 1.651 0.746 -0.230 -1.5244
N -1.033 1.322 1.188 -0.3591
H -1.686 -1.047 -1.460 0.3771
H -0.930 0.539 -1.518 0.3475
H -2.520 0.151 -0.636 0.5399
H -1.281 -0.811 1.177 0.2984
H 1.199 -0.558 1.429 0.3617
H 1.389 -2.411 -0.034 0.3833
H 1.142 -1.458 -1.442 0.4563
H -0.171 -2.114 -0.570 0.3431
H 2.718 0.216 -0.321 0.3594
H 2.188 1.503 0.337 0.4771
H 1.360 1.134 -1.177 0.3324
H -0.398 2.061 0.835 0.3735
H -0.980 1.348 2.209 0.3434
H -2.071 1.562 0.657 0.4279
```

Its charge is +1. The SMILES is CC(C)[C@H](C)[NH3+]. The HOMO-LUMO gap comes out at 0.4177 Ha. The calculation puts the LUMO energy at -0.13519 hartree. The HOMO energy comes out at -15.044 eV.



Entry 2
Entry from the Open Molecules 2025 dataset: a cluster of 2 separate species, C5H14N in total (ωB97M-V/def2-TZVPD).

The geometry in XYZ format:
```
20
Properties=species:S:1:pos:R:3:mulliken_charge:R:1
C -0.696 1.901 0.354 -1.2544
C -0.160 0.666 -0.380 0.2158
C -1.084 -0.596 -0.214 0.5065
C -2.495 -0.472 -0.806 -1.4006
C -1.085 -1.054 1.250 -1.3662
N 1.075 0.238 0.135 -0.1213
H -0.642 1.725 1.467 0.3709
H -0.010 2.699 0.124 0.3970
H -1.710 2.169 0.101 0.3631
H -0.233 0.932 -1.485 0.4212
H -0.485 -1.338 -0.796 0.2530
H -3.122 0.308 -0.325 0.3286
H -2.469 -0.276 -1.881 0.3961
H -3.069 -1.402 -0.724 0.4017
H -1.676 -0.443 1.932 0.3366
H -1.425 -2.099 1.375 0.3919
H -0.008 -0.955 1.610 0.3887
H 1.871 0.647 -0.382 0.3714
H 8.820 -1.592 -0.914 0.0068
H 8.602 -1.057 -0.442 -0.0068
```

Its charge is +1. The HOMO-LUMO gap comes out at 0.2477 Ha. The calculation puts the LUMO energy at -0.33892 hartree. The HOMO energy comes out at -15.962 eV.



Entry 3
Entry from the Open Molecules 2025 dataset: a cluster of 2 separate species, C5H14N in total (ωB97M-V/def2-TZVPD).

The geometry in XYZ format:
```
20
Properties=species:S:1:pos:R:3:mulliken_charge:R:1
C -2.647 0.947 0.823 -0.7015
C 0.317 -1.622 -0.875 -1.0958
C 1.381 -0.678 -0.330 0.5869
C 1.233 -0.420 1.195 -1.1141
C 1.385 0.693 -0.934 -0.8807
N -1.376 0.962 0.076 -0.0768
H -2.474 1.469 1.802 0.3886
H -2.901 -0.054 1.284 0.3450
H 0.270 -1.583 -2.024 0.3239
H -0.729 -1.355 -0.513 0.1773
H 2.340 -1.261 -0.536 0.3551
H 1.417 -1.326 1.856 0.3569
H 2.029 0.264 1.451 0.4301
H 0.220 0.011 1.346 0.0773
H 1.930 0.779 -2.006 0.3086
H 1.864 1.519 -0.382 0.4315
H 0.228 1.036 -1.061 0.0100
H 0.575 -2.651 -0.606 0.3695
H -1.621 1.584 -0.697 0.3294
H -3.533 1.317 0.277 0.3791
```

Its charge is +1. The HOMO-LUMO gap comes out at 0.1748 Ha. The calculation puts the LUMO energy at -0.35901 hartree. The HOMO energy comes out at -14.527 eV.



Which structure loses on stability? entry 3 does.